DFT (ωB97M-V/def2-TZVPD) results for one molecule with the formula C4H9N in a non-equilibrium geometry.

Element x y z (Å)
C -1.678 0.563 0.924
C -0.527 -0.423 0.785
C 0.431 -0.064 -0.327
C 0.583 1.098 -0.970
N 1.323 -1.160 -0.584
H -2.256 0.685 0.014
H -1.257 1.543 1.153
H -2.396 0.306 1.703
H -0.875 -1.421 0.524
H -0.003 -0.460 1.745
H 0.173 2.019 -0.576
H 0.799 1.190 -2.026
H 2.162 -0.744 -0.962
H 1.541 -1.616 0.277

Results
molar mass = 71.1 g mol⁻¹
ΔE to the lowest compared entry with this formula, charge and spin = 76.0 kJ/mol
E_HOMO = -8.157 eV
SMILES = C=C(N)CC
LUMO level = 1.09 eV
largest force on an atom = 1.679 eV/Å
net charge = 0
energy = -212.522223 a.u.

---

DFT (ωB97M-V/def2-TZVPD) results for one molecule with the formula C4H9N in a non-equilibrium geometry.

Element x y z (Å)
C 0.978 0.542 2.005
C 0.012 0.580 0.838
C -0.162 -0.722 0.081
C -0.307 -0.021 -2.125
N -0.882 -0.591 -1.160
H 0.553 0.333 2.996
H 1.707 -0.256 1.868
H 1.376 1.537 2.186
H 0.343 1.361 0.141
H -0.962 1.022 1.092
H -0.609 -1.506 0.696
H 0.857 -1.149 0.003
H 0.714 0.365 -2.140
H -0.927 0.084 -3.012

Results
molar mass = 71.1 g mol⁻¹
ΔE to the lowest compared entry with this formula, charge and spin = 90.6 kJ/mol
E_HOMO = -9.580 eV
SMILES = C=NCCC
LUMO level = 1.16 eV
largest force on an atom = 1.767 eV/Å
net charge = 0
energy = -212.516645 a.u.

---

DFT (ωB97M-V/def2-TZVPD) results for a 2-piece molecular cluster, C4H9N overall in a non-equilibrium geometry.

Element x y z (Å)
C -0.450 -2.386 -2.970
C -0.658 -1.114 -2.551
H -0.687 -2.580 -3.950
H 0.057 -3.134 -2.424
H -1.198 -0.378 -3.055
H -0.242 -0.567 -1.711
C 1.062 0.240 1.797
C -0.090 2.285 1.809
N -0.084 1.022 2.072
H 1.012 -0.686 2.375
H 2.049 0.825 1.753
H 1.103 -0.184 0.704
H -0.590 2.870 2.555
H -0.100 2.534 0.743

Results
molar mass = 71.1 g mol⁻¹
ΔE to the lowest compared entry with this formula, charge and spin = 379.5 kJ/mol
E_HOMO = -8.496 eV
SMILES = C=NC.C=C
LUMO level = 0.31 eV
largest force on an atom = 4.776 eV/Å
net charge = 0
energy = -212.406642 a.u.

---

DFT (ωB97M-V/def2-TZVPD) results for one molecule with the formula C4H9N in a non-equilibrium geometry.

Element x y z (Å)
C 1.490 -0.428 -1.255
C 0.060 -0.776 -0.095
C 0.613 -0.150 1.157
N -0.540 0.326 0.451
C -1.824 0.959 0.558
H 2.309 -1.176 -1.210
H 0.905 -0.601 -2.132
H 2.021 0.549 -1.449
H -0.478 -1.686 -0.377
H 1.528 0.054 0.439
H 0.430 -0.501 2.189
H -2.586 0.333 1.051
H -1.738 1.894 1.122
H -2.189 1.204 -0.449

Results
molar mass = 71.1 g mol⁻¹
ΔE to the lowest compared entry with this formula, charge and spin = 482.1 kJ/mol
E_HOMO = -7.802 eV
SMILES = C[C@H]1CN1C
LUMO level = 1.06 eV
largest force on an atom = 4.006 eV/Å
net charge = 0
energy = -212.367553 a.u.

---

DFT (ωB97M-V/def2-TZVPD) results for a 3-piece molecular cluster, C4H9N overall.

Element x y z (Å)
C -1.537 0.399 -0.576
C -0.612 0.604 0.605
C 0.094 -0.549 1.232
N 0.815 0.315 0.496
C 1.681 0.154 -0.498
H -2.555 0.219 -0.214
H -1.563 1.289 -1.215
H -1.233 -0.461 -1.176
H -0.800 1.524 1.166
H 0.386 -1.682 -0.027
H 0.243 -0.873 2.255
H 2.634 -0.305 -0.253
H 0.888 -1.518 -0.720
H 1.653 0.872 -1.313

Results
molar mass = 71.1 g mol⁻¹
ΔE to the lowest compared entry with this formula, charge and spin = 478.7 kJ/mol
E_HOMO = -7.958 eV
LUMO level = 1.16 eV
largest force on an atom = 0.293 eV/Å
net charge = 0
energy = -212.368831 a.u.

---

DFT (ωB97M-V/def2-TZVPD) results for one molecule with the formula C4H9N.

Element x y z (Å)
C -0.621 -0.047 0.432
C 0.386 -1.107 -0.056
C 1.491 -0.036 0.011
C 0.375 1.035 -0.080
H -1.990 -0.049 -1.081
H -2.568 0.591 0.300
H -0.658 -0.047 1.524
H 0.507 -2.024 0.531
H 0.172 -1.370 -1.094
H 2.252 -0.031 -0.779
H 1.984 -0.026 0.979
H 0.171 1.301 -1.124
H 0.478 1.966 0.510
N -1.980 -0.155 -0.073

Results
molar mass = 71.1 g mol⁻¹
ΔE to the lowest compared entry with this formula, charge and spin = 47.4 kJ/mol
E_HOMO = -9.131 eV
SMILES = NC1CCC1
LUMO level = 1.28 eV
largest force on an atom = 0.598 eV/Å
net charge = 0
energy = -212.533136 a.u.

---

DFT (ωB97M-V/def2-TZVPD) results for one molecule with the formula C4H9N in a non-equilibrium geometry.

Element x y z (Å)
C 1.769 0.598 0.735
N -1.534 -0.840 0.783
C -0.536 -0.268 -0.066
C 0.915 -0.391 -0.043
C -1.218 0.173 -1.354
H 1.156 0.151 1.530
H 2.843 0.420 0.693
H 1.453 1.658 0.670
H -1.146 -1.283 1.623
H -0.869 0.427 0.821
H 1.175 -1.419 -0.282
H -1.365 -0.726 -1.971
H -0.506 0.765 -1.953
H -2.137 0.737 -1.186

Results
molar mass = 71.1 g mol⁻¹
ΔE to the lowest compared entry with this formula, charge and spin = 646.8 kJ/mol
E_HOMO = -6.400 eV
LUMO level = -0.51 eV
largest force on an atom = 2.660 eV/Å
net charge = 0
energy = -212.304813 a.u.

---

DFT (ωB97M-V/def2-TZVPD) results for a 2-piece molecular cluster, C4H9N overall in a non-equilibrium geometry.

Element x y z (Å)
C -1.655 -3.393 -1.607
N -2.590 -3.204 -0.772
H -0.872 -4.155 -1.622
H -1.492 -2.584 -2.318
H -2.969 -4.097 -0.451
C 1.941 1.382 1.185
C 0.960 2.481 0.939
C -0.084 2.395 0.109
H 1.755 0.776 2.076
H 2.965 1.741 1.198
H 1.887 0.638 0.396
H 1.209 3.484 1.273
H -0.535 3.139 -0.534
H -0.519 1.397 0.129

Results
molar mass = 71.1 g mol⁻¹
ΔE to the lowest compared entry with this formula, charge and spin = 248.3 kJ/mol
E_HOMO = -9.069 eV
SMILES = C=CC.C=N
LUMO level = 1.02 eV
largest force on an atom = 2.094 eV/Å
net charge = 0
energy = -212.456596 a.u.

---

DFT (ωB97M-V/def2-TZVPD) results for one molecule with the formula C4H9N in a non-equilibrium geometry.

Element x y z (Å)
C 0.167 1.477 0.629
C -0.356 0.007 0.434
C -1.190 -0.455 1.399
C 1.122 -0.468 -1.564
N 0.002 -0.676 -0.671
H 1.143 1.647 0.196
H 0.037 1.617 1.692
H -0.615 2.052 0.122
H -1.600 0.298 2.052
H -1.427 -1.506 1.485
H 2.021 -0.491 -0.920
H 1.113 0.434 -2.165
H 1.212 -1.311 -2.247
H -0.427 -1.591 -0.673

Results
molar mass = 71.1 g mol⁻¹
ΔE to the lowest compared entry with this formula, charge and spin = 95.3 kJ/mol
E_HOMO = -7.440 eV
SMILES = C=C(C)NC
LUMO level = 1.02 eV
largest force on an atom = 2.932 eV/Å
net charge = 0
energy = -212.514885 a.u.

---

DFT (ωB97M-V/def2-TZVPD) results for one molecule with the formula C4H9N.

Element x y z (Å)
C -0.055 1.266 0.006
N 0.241 0.422 -1.165
C 0.312 -0.985 -0.735
C 0.167 -0.975 0.787
C -0.547 0.340 1.117
H -0.757 2.061 -0.263
H 0.842 1.798 0.324
H -0.517 0.516 -1.826
H 1.266 -1.443 -1.012
H -0.496 -1.562 -1.183
H -0.330 -1.864 1.184
H 1.144 -0.942 1.273
H -0.230 0.721 2.088
H -1.639 0.294 1.144

Results
molar mass = 71.1 g mol⁻¹
ΔE to the lowest compared entry with this formula, charge and spin = 7.9 kJ/mol
E_HOMO = -8.724 eV
SMILES = C1CCNC1
LUMO level = 1.15 eV
largest force on an atom = 0.523 eV/Å
net charge = 0
energy = -212.548172 a.u.

---

DFT (ωB97M-V/def2-TZVPD) results for one molecule with the formula C4H9N in a non-equilibrium geometry.

Element x y z (Å)
C 1.702 0.601 -0.379
C 0.433 -0.169 0.101
C 0.543 -1.516 0.228
C -0.889 0.631 0.319
H 2.201 1.161 0.459
H 2.445 -0.116 -1.032
H 1.221 1.406 -1.139
H -0.344 -2.109 0.564
H 1.547 -1.950 0.197
H -0.910 1.251 1.279
H -0.845 1.321 -0.534
H -2.924 0.609 0.069
H -2.047 -0.951 -0.457
N -2.134 -0.171 0.325

Results
molar mass = 71.1 g mol⁻¹
ΔE to the lowest compared entry with this formula, charge and spin = 174.2 kJ/mol
E_HOMO = -9.246 eV
SMILES = C=C(C)CN
LUMO level = 1.03 eV
largest force on an atom = 3.844 eV/Å
net charge = 0
energy = -212.484831 a.u.

---

DFT (ωB97M-V/def2-TZVPD) results for an isolated ion of composition C4H9N2 and charge +1 in a non-equilibrium geometry.

Element x y z (Å)
C -0.568 -0.184 1.498
C -0.076 0.042 0.091
C 0.541 -1.193 -0.538
C 0.760 1.283 -0.202
N -2.643 -0.052 -0.260
N -1.484 0.083 -0.035
H -0.743 -1.211 1.977
H -0.758 0.567 2.236
H 0.138 -2.013 -0.079
H 1.524 -1.340 -0.249
H 0.454 -1.302 -1.560
H 1.735 0.826 -0.231
H 0.507 2.068 0.636
H 0.482 1.622 -1.257
H -3.058 0.140 -1.136

Results
molar mass = 85.1 g mol⁻¹
ΔE to the lowest compared entry with this formula, charge and spin = 584.3 kJ/mol
E_HOMO = -14.637 eV
SMILES = [H]/N=[N+]1/CC1(C)C
LUMO level = -5.53 eV
largest force on an atom = 2.996 eV/Å
net charge = +1
energy = -266.876721 a.u.

---

DFT (ωB97M-V/def2-TZVPD) results for C4H9N2 as an isolated structure in a non-equilibrium geometry.

Element x y z (Å)
C 0.920 -0.253 -0.162
C -0.998 -0.433 -0.494
C 2.201 0.137 0.297
C -1.958 0.381 0.376
N 0.029 -1.142 0.224
N 0.074 0.454 -0.968
H -1.426 -1.098 -1.371
H 2.963 -0.692 0.324
H 2.063 0.666 1.262
H 2.512 0.875 -0.431
H -2.813 -0.187 0.702
H -2.181 1.238 -0.069
H -1.296 0.729 1.191
H -0.199 -1.723 0.967
H 0.109 1.048 -1.848

Results
molar mass = 85.1 g mol⁻¹
ΔE to the lowest compared entry with this formula, charge and spin = 187.8 kJ/mol
E_HOMO = -15.643 eV
LUMO level = -3.75 eV
largest force on an atom = 4.700 eV/Å
net charge = +1
energy = -267.027754 a.u.

---

DFT (ωB97M-V/def2-TZVPD) results for an isolated ion of composition C4H9N2 and charge +1 in a non-equilibrium geometry.

Element x y z (Å)
C 1.201 -0.674 0.828
C -0.295 -0.232 0.774
C -0.330 0.868 -0.251
C -0.320 -0.521 -0.726
N -1.528 1.648 -0.365
N 1.116 -1.011 -0.636
H 1.720 0.283 1.190
H 1.308 -1.576 1.304
H -0.902 -0.457 1.600
H 0.532 1.662 -0.312
H -1.154 -0.932 -1.279
H -1.737 2.358 0.315
H -2.400 1.116 -0.340
H 1.699 -0.484 -1.206
H 1.091 -2.046 -0.896

Results
molar mass = 85.1 g mol⁻¹
ΔE to the lowest compared entry with this formula, charge and spin = 358.2 kJ/mol
E_HOMO = -13.228 eV
SMILES = N[C@H]1[C@@H]2C[NH2+][C@H]12
LUMO level = -3.58 eV
largest force on an atom = 3.940 eV/Å
net charge = +1
energy = -266.962854 a.u.

---

DFT (ωB97M-V/def2-TZVPD) results for an isolated ion of composition C4H9N2 and charge +1 in a non-equilibrium geometry.

Element x y z (Å)
C -2.287 -0.176 -0.466
C -1.584 0.077 0.589
C 1.756 -0.426 -0.118
C -0.094 -0.209 0.809
N 0.551 -1.197 0.025
N 1.086 0.905 0.099
H -3.321 -0.109 -0.661
H -1.647 -0.703 -1.314
H -2.176 0.375 1.494
H 2.253 -0.623 0.830
H 2.390 -0.446 -0.910
H 0.184 -0.081 1.922
H -0.058 -1.743 -0.603
H 1.607 1.708 0.580
H 0.624 1.323 -0.719

Results
molar mass = 85.1 g mol⁻¹
ΔE to the lowest compared entry with this formula, charge and spin = 354.9 kJ/mol
E_HOMO = -14.465 eV
SMILES = C=C[C@H]1NC[NH2+]1
LUMO level = -4.03 eV
largest force on an atom = 5.547 eV/Å
net charge = +1
energy = -266.964114 a.u.

---

DFT (ωB97M-V/def2-TZVPD) results for an isolated ion of composition C4H9N2 and charge +1 in a non-equilibrium geometry.

Element x y z (Å)
C 1.173 0.134 -0.909
C -0.155 -0.451 -1.338
C -0.949 -0.467 1.141
C 0.523 0.757 0.294
N 0.367 -0.040 1.467
N -0.836 0.314 -0.172
H 2.100 -0.396 -0.603
H 1.678 0.702 -1.786
H -0.640 -0.168 -2.235
H -0.455 -1.473 -1.232
H -0.900 -1.600 1.090
H -1.699 -0.096 1.814
H 0.412 1.819 0.593
H 0.972 0.074 2.285
H -1.591 0.892 -0.411

Results
molar mass = 85.1 g mol⁻¹
ΔE to the lowest compared entry with this formula, charge and spin = 352.4 kJ/mol
E_HOMO = -13.717 eV
SMILES = C1C[N@H+]2CN[C@@H]12
LUMO level = -3.25 eV
largest force on an atom = 4.249 eV/Å
net charge = +1
energy = -266.965079 a.u.

---

DFT (ωB97M-V/def2-TZVPD) results for a 2-piece molecular cluster, C4H9N2 overall in a non-equilibrium geometry.

Element x y z (Å)
C -1.218 -0.731 -0.214
C -1.939 -0.788 0.866
C -0.826 1.594 -0.602
C 1.481 0.079 0.370
N -0.373 0.437 -0.345
N 2.310 -0.505 -0.452
H -1.182 -1.460 -1.055
H -1.858 -0.149 1.762
H -2.476 -1.701 1.001
H -1.817 1.722 -0.918
H -0.238 2.546 -0.771
H 1.725 1.054 0.553
H 0.958 -0.540 1.263
H 2.347 -1.534 -0.621
H 3.105 -0.022 -0.837

Results
molar mass = 85.1 g mol⁻¹
ΔE to the lowest compared entry with this formula, charge and spin = 313.4 kJ/mol
E_HOMO = -14.109 eV
LUMO level = -3.62 eV
largest force on an atom = 4.494 eV/Å
net charge = +1
energy = -266.979924 a.u.

---

DFT (ωB97M-V/def2-TZVPD) results for a 2-piece molecular cluster, C4H9N2 overall in a non-equilibrium geometry.

Element x y z (Å)
C -0.581 -0.619 1.114
C 0.923 0.682 -1.597
C 1.580 -0.607 -1.485
C -1.659 1.007 2.447
N 0.158 -0.486 -1.249
N -1.106 0.008 1.988
H -0.899 -1.721 0.998
H 0.555 -0.457 0.781
H 0.706 1.370 -0.823
H 0.807 1.101 -2.607
H 1.735 -1.303 -2.265
H 2.164 -1.006 -0.578
H -0.433 -0.876 -1.995
H -2.015 1.839 1.757
H -1.935 1.068 3.514

Results
molar mass = 85.1 g mol⁻¹
ΔE to the lowest compared entry with this formula, charge and spin = 519.5 kJ/mol
E_HOMO = -13.911 eV
LUMO level = -5.14 eV
largest force on an atom = 9.310 eV/Å
net charge = +1
energy = -266.901421 a.u.

---

DFT (ωB97M-V/def2-TZVPD) results for an isolated ion of composition C4H9N2 and charge +1 in a non-equilibrium geometry.

Element x y z (Å)
C -0.718 0.856 -1.016
C -0.508 -0.477 -1.272
C -0.005 1.312 0.195
C 0.642 -0.056 0.676
N -0.259 -0.646 1.563
N 0.562 -0.949 -0.562
H -1.390 1.457 -1.507
H -0.873 -1.151 -2.021
H 0.658 2.163 -0.137
H -0.814 1.712 0.817
H 1.695 -0.157 0.880
H -1.092 -0.184 1.839
H 0.125 -1.243 2.232
H 0.609 -1.981 -0.514
H 1.369 -0.656 -1.173

Results
molar mass = 85.1 g mol⁻¹
ΔE to the lowest compared entry with this formula, charge and spin = 211.6 kJ/mol
E_HOMO = -14.333 eV
SMILES = N[C@@H]1CC=C[NH2+]1
LUMO level = -3.44 eV
largest force on an atom = 5.352 eV/Å
net charge = +1
energy = -267.018676 a.u.

---

DFT (ωB97M-V/def2-TZVPD) results for an isolated ion of composition C4H9N2 and charge +1 in a non-equilibrium geometry.

Element x y z (Å)
C 2.293 -0.282 0.667
C -0.225 -0.488 0.969
C -0.080 -0.517 -1.103
C -1.649 1.204 -0.424
N -1.059 -0.171 -0.212
N 1.085 -0.209 0.269
H 2.936 -0.060 -0.148
H 2.632 -0.309 1.647
H -0.411 -0.175 2.004
H -0.139 -1.657 0.964
H 0.216 -1.529 -1.342
H -0.080 0.060 -2.041
H -2.382 1.151 0.430
H -0.844 1.854 -0.376
H -2.293 1.126 -1.301

Results
molar mass = 85.1 g mol⁻¹
ΔE to the lowest compared entry with this formula, charge and spin = 426.7 kJ/mol
E_HOMO = -14.546 eV
SMILES = C=[N+]1CN(C)C1
LUMO level = -4.60 eV
largest force on an atom = 5.005 eV/Å
net charge = +1
energy = -266.936746 a.u.

---

| no. | frontier orbital gap (eV) |
| --- | --- |
| 1 | 9.24 |
| 2 | 10.74 |
| 3 | 8.80 |
| 4 | 8.87 |
| 5 | 9.12 |
| 6 | 10.41 |
| 7 | 5.89 |
| 8 | 10.09 |
| 9 | 8.46 |
| 10 | 9.87 |
| 11 | 10.27 |
| 12 | 9.11 |
| 13 | 11.89 |
| 14 | 9.65 |
| 15 | 10.44 |
| 16 | 10.47 |
| 17 | 10.49 |
| 18 | 8.77 |
| 19 | 10.89 |
| 20 | 9.94 |